Here is a single C5H7I molecule from OMol25. Energies are from ωB97M-V/def2-TZVPD.

Last column: Mulliken charge in e.
Element x y z (Å)
C (-0.732, 1.203, -0.680)  -0.991
C (-0.684, 0.423, 0.777)  -0.593
C (0.246, -0.825, 0.777)  -0.203
C (0.573, -1.515, -0.659)  -0.183
C (1.385, -0.682, -0.080)  -0.586
I (3.316, -0.095, 0.217)  0.125
H (-0.062, 0.814, -1.433)  0.347
H (-0.453, 2.235, -0.395)  0.299
H (-1.812, 0.845, -1.046)  0.264
H (-0.624, 1.111, 1.528)  0.531
H (-1.673, -0.183, 0.690)  0.178
H (0.479, -1.393, 1.726)  0.391
H (0.043, -1.938, -1.423)  0.419

HOMO-LUMO gap in hartree: 0.34933
Spin multiplicity: 1
E in eV: -13394.6290
HOMO level in eV: -9.0
Largest force on an atom in eV/Å: 6.84
SMILES string: CC[C@H]1C=C1I
M in g mol⁻¹: 194.0
Energy relative to the best compared isomer or geometry (same formula, charge and spin) in kcal per mole: 65.8